This record from OMol25 describes 5 unconnected molecules or ions with the total composition H9O5. The level of theory is the ωB97M-V functional and the def2-TZVPD basis.

Computed properties:
Net charge: -1
Total energy in eV: -10384.9351
Energy above the lowest of the compared OMol25 structures with the same formula, charge and spin in kcal per mole: 14.7
Frontier orbital gap in eV: 7.85
LUMO in eV: 3.15
Largest force on an atom in eV/A: 0.6
HOMO in hartree: -0.17262

CARTESIAN COORDINATES (ANGSTROEM)
O 1.04709 -0.91198 -1.70853
H 1.55146 -1.43607 -2.34209
O 0.14483 0.70958 -3.44799
H -0.10027 0.15350 -4.19362
H 0.40503 0.00099 -2.70495
O 1.98637 0.84177 -0.02857
H 1.79439 1.70455 -0.40795
H 1.78731 0.21931 -0.79762
O 0.78557 -1.67293 1.52781
H 0.50276 -1.99508 0.66454
H 1.34093 -0.94496 1.23110
O -3.97616 1.41790 4.18511
H -3.65477 1.21380 3.30432
H -3.61455 0.69960 4.71844

=====

This record from OMol25 describes 2 unconnected molecules or ions with the total composition HI3OP. The level of theory is the ωB97M-V functional and the def2-TZVPD basis.

Computed properties:
Net charge: +1
Total energy in eV: -35646.8797
Energy above the lowest of the compared OMol25 structures with the same formula, charge and spin in kcal per mole: 42.0
Frontier orbital gap in eV: 5.39
LUMO in eV: -7.29
Largest force on an atom in eV/A: 5.0
HOMO in hartree: -0.46607

CARTESIAN COORDINATES (ANGSTROEM)
O 1.70638 0.28368 0.56466
P 1.18727 -1.15165 0.80091
I 0.78279 -1.92761 -1.41173
I -1.62024 1.20172 0.09114
I -3.84559 0.90229 -1.40669
H 1.78939 0.69157 1.36171

=====

This record from OMol25 describes 2 unconnected molecules or ions with the total composition HI3OP. The level of theory is the ωB97M-V functional and the def2-TZVPD basis.

Computed properties:
Net charge: +1
Total energy in eV: -35644.0343
Energy above the lowest of the compared OMol25 structures with the same formula, charge and spin in kcal per mole: 107.7
Frontier orbital gap (spin up / spin down) in eV: 6.09 / 6.10
LUMO (spin up / spin down) in eV: -8.07 / -8.08
Largest force on an atom in eV/A: 2.3
HOMO (spin up / spin down) in hartree: -0.52036 / -0.52085

CARTESIAN COORDINATES (ANGSTROEM)
O -0.55535 0.02759 -0.87974
P -3.03520 -0.02567 0.14560
I -3.62170 2.13953 1.22236
I -3.45444 -1.83876 1.58495
I -3.98570 -0.28203 -1.99447
H 0.09001 -0.70628 -0.80212

=====

This record from OMol25 describes 2 unconnected molecules or ions with the total composition HN2O2S. The level of theory is the ωB97M-V functional and the def2-TZVPD basis.

Computed properties:
Net charge: +1
Total energy in eV: -17917.3532
Energy above the lowest of the compared OMol25 structures with the same formula, charge and spin in kcal per mole: 9.1
Frontier orbital gap in eV: 7.71
LUMO in eV: -9.20
Largest force on an atom in eV/A: 2.9
HOMO in hartree: -0.62161

CARTESIAN COORDINATES (ANGSTROEM)
N -4.29915 -0.80631 -1.11234
N -4.17677 -0.85098 -0.03352
O 2.26538 -0.24836 1.01935
O 1.95528 1.41205 -0.68644
S 2.92878 0.94343 0.21480
H 1.32648 -0.44983 0.59815

=====

This record from OMol25 describes a gas-phase ion, HN2O3S (charge -1). The level of theory is the ωB97M-V functional and the def2-TZVPD basis.

Computed properties:
Net charge: -1
Total energy in eV: -19970.9767
Energy above the lowest of the compared OMol25 structures with the same formula, charge and spin in kcal per mole: 123.2
Frontier orbital gap (spin up / spin down) in eV: 8.02 / 8.02
LUMO (spin up / spin down) in eV: 3.75 / 3.75
Largest force on an atom in eV/A: 6.5
HOMO (spin up / spin down) in hartree: -0.15697 / -0.15685

CARTESIAN COORDINATES (ANGSTROEM)
N 1.74298 0.50732 -0.04675
N 0.05773 0.93003 -0.01267
O -0.27231 2.08851 -0.14516
O -1.95048 -0.65431 0.86157
O -0.08625 -1.71896 -0.31071
S -1.08943 -0.65387 -0.32425
H 1.59777 -0.49871 -0.02202

=====

This record from OMol25 describes a molecular structure, HN2O3S. The level of theory is the ωB97M-V functional and the def2-TZVPD basis.

Computed properties:
Net charge: -1
Total energy in eV: -19972.6625
Energy above the lowest of the compared OMol25 structures with the same formula, charge and spin in kcal per mole: 84.3
Frontier orbital gap in eV: 7.56
LUMO in eV: 3.69
Largest force on an atom in eV/A: 3.3
HOMO in hartree: -0.14223

CARTESIAN COORDINATES (ANGSTROEM)
N -1.24115 0.31677 -0.77287
N -2.47963 0.27965 -0.45948
O 2.38344 -0.07317 1.40676
O -0.18128 0.33426 0.02761
O 2.04229 -1.01081 -0.77634
S 2.03724 0.21602 0.03609
H -2.56090 -0.06272 0.53822

=====

This record from OMol25 describes 2 unconnected molecules or ions with the total composition HN2P. The level of theory is the ωB97M-V functional and the def2-TZVPD basis.

Computed properties:
Net charge: 0
Total energy in eV: -12279.7191
Energy above the lowest of the compared OMol25 structures with the same formula, charge and spin in kcal per mole: 81.7
Frontier orbital gap (spin up / spin down) in eV: 8.59 / 7.96
LUMO (spin up / spin down) in eV: -1.04 / -0.84
Largest force on an atom in eV/A: 1.2
HOMO (spin up / spin down) in hartree: -0.35386 / -0.32338

CARTESIAN COORDINATES (ANGSTROEM)
N 0.53938 0.69399 -0.58866
N 0.97525 -0.40779 -0.70857
P -0.81874 -0.47578 -0.64774
H -0.69590 0.18958 1.94496

=====

This record from OMol25 describes 2 unconnected molecules or ions with the total composition HN3O4. The level of theory is the ωB97M-V functional and the def2-TZVPD basis.

Computed properties:
Net charge: 0
Total energy in eV: -12670.2369
Energy above the lowest of the compared OMol25 structures with the same formula, charge and spin in kcal per mole: 11.0
Frontier orbital gap in eV: 11.60
LUMO in eV: 0.27
SMILES: O=[N+]([O-])O.N#[N+][O-]
Largest force on an atom in eV/A: 5.6
HOMO in hartree: -0.41618

CARTESIAN COORDINATES (ANGSTROEM)
O 2.76911 0.71485 -0.66510
N 1.63190 0.63037 -0.30174
O 1.21122 0.61490 0.80624
O 0.74500 0.45559 -1.20194
H -0.15996 0.07761 -0.85652
N -1.75894 -0.62903 -0.30950
N -2.13072 -0.81399 0.71104
O -2.30760 -1.05029 1.81752

=====

Please write out number 5 again, unchanged.
This record from OMol25 describes a gas-phase ion, HN2O3S (charge -1). The level of theory is the ωB97M-V functional and the def2-TZVPD basis.

Computed properties:
Net charge: -1
Total energy in eV: -19970.9767
Energy above the lowest of the compared OMol25 structures with the same formula, charge and spin in kcal per mole: 123.2
Frontier orbital gap (spin up / spin down) in eV: 8.02 / 8.02
LUMO (spin up / spin down) in eV: 3.75 / 3.75
Largest force on an atom in eV/A: 6.5
HOMO (spin up / spin down) in hartree: -0.15697 / -0.15685

CARTESIAN COORDINATES (ANGSTROEM)
N 1.74298 0.50732 -0.04675
N 0.05773 0.93003 -0.01267
O -0.27231 2.08851 -0.14516
O -1.95048 -0.65431 0.86157
O -0.08625 -1.71896 -0.31071
S -1.08943 -0.65387 -0.32425
H 1.59777 -0.49871 -0.02202